[1]
Computed, not measured: C29H22CrN6O7S2Se as an isolated structure, with ωB97M-V/def2-TZVPD.

Summary:
2S+1: 5
E_tot: -169143.888 eV
Frontier orbital gap (spin up / spin down): 0.162 / 0.272 hartree
Energy relative to the best compared isomer or geometry (same formula, charge and spin): 0.0 kcal/mol

CARTESIAN COORDINATES (ANGSTROEM)
1 Se -4.62 -0.03 5.89
2 Cr -0.03 0.02 -0.26
3 S 2.51 -1.66 -0.48
4 S 2.49 1.84 -1.16
5 O 2.07 -1.57 0.90
6 O 2.10 1.65 -2.54
7 O -0.95 3.22 0.02
8 O 2.93 3.16 -0.79
9 O 1.48 -1.00 -1.35
10 O 2.87 -2.98 -0.93
11 O 1.42 1.39 -0.21
12 N -0.84 -1.87 -0.35
13 N -0.69 -0.01 -2.21
14 N -4.92 0.15 4.13
15 N -2.84 -0.03 5.69
16 N -2.00 0.51 0.26
17 N 0.08 0.28 1.82
18 C 5.13 1.45 -0.92
19 C 6.35 -0.58 -0.59
20 C -2.26 0.37 1.61
21 C -0.10 0.25 4.61
22 C -3.04 0.76 -0.55
23 C -1.39 -1.44 -3.97
24 C -3.76 0.22 3.55
25 C 1.18 0.38 2.58
26 C -4.35 0.82 -0.13
27 C -4.63 0.62 1.24
28 C -1.50 -3.59 -1.84
29 C -1.15 -2.28 -1.59
30 C -1.21 -4.05 0.49
31 C -1.29 -0.38 -4.86
32 C -1.25 0.19 3.86
33 C -0.36 4.40 -0.51
34 C 3.94 -0.61 -0.65
35 C -0.90 0.86 -4.40
36 C 1.14 0.39 3.96
37 C 5.15 -1.28 -0.53
38 C -1.53 -4.49 -0.79
39 C -1.15 0.25 2.44
40 C -0.86 -2.73 0.67
41 C -0.60 1.01 -3.06
42 C 6.34 0.78 -0.79
43 C -3.59 0.40 2.10
44 C -1.08 -1.22 -2.64
45 C -2.59 0.12 4.42
46 C 3.92 0.77 -0.86
47 H -1.79 -5.52 -0.96
48 H -0.17 0.22 5.68
49 H 5.14 -2.35 -0.39
50 H -1.20 -4.73 1.33
51 H -0.80 1.71 -5.07
52 H -0.65 5.28 0.06
53 H -2.81 0.92 -1.59
54 H 5.11 2.52 -1.07
55 H -0.28 1.95 -2.64
56 H -0.74 4.52 -1.52
57 H -1.52 -0.53 -5.91
58 H -0.56 -2.33 1.63
59 H -0.59 3.06 0.89
60 H -1.70 -2.41 -4.32
61 H 2.06 0.47 4.52
62 H 2.11 0.44 2.04
63 H -5.64 0.65 1.62
64 H -5.13 1.02 -0.84
65 H -1.74 -3.91 -2.84
66 H 7.26 1.34 -0.84
67 H 7.29 -1.12 -0.49
68 H 0.73 4.32 -0.55

Mulliken atomic charge list, values in e, 2 entries:
1. Se 0.1895
2. Cr 0.3061


[2]
Computed, not measured: C29H22N2O2P2PdS2 as an isolated structure, with ωB97M-V/def2-TZVPD.

Summary:
E_tot: -81236.143 eV
Frontier orbital gap: 0.254 hartree
Energy relative to the best compared isomer or geometry (same formula, charge and spin): 0.0 kcal/mol

CARTESIAN COORDINATES (ANGSTROEM)
1 Pd 0.34 1.54 2.29
2 S 2.31 2.43 3.01
3 S -0.56 1.95 4.32
4 P -1.71 0.01 0.33
5 P 1.22 -0.31 -0.16
6 O -1.60 0.78 1.61
7 O 1.13 1.12 0.30
8 N 3.93 3.94 5.94
9 N 0.17 3.47 7.60
10 C 1.87 0.87 -2.53
11 C 4.31 -2.87 0.56
12 C -0.36 -1.19 0.12
13 C 0.74 2.72 5.19
14 C -1.54 2.66 -3.38
15 C 2.69 -1.15 2.02
16 C -4.63 -2.80 -0.29
17 C 1.84 -0.19 -4.68
18 C 1.46 -1.39 -4.10
19 C -1.87 0.50 -2.40
20 C 4.51 -2.73 1.92
21 C 0.44 3.14 6.53
22 C 3.70 -1.87 2.65
23 C -1.80 1.30 -3.52
24 C 1.27 -1.46 -2.73
25 C -3.25 -0.91 0.28
26 C 2.50 -1.29 0.64
27 C -1.35 3.21 -2.13
28 C 1.95 2.90 4.64
29 C 3.03 3.49 5.38
30 C -3.39 -2.17 -0.29
31 C -5.59 -0.91 0.84
32 C 3.32 -2.15 -0.09
33 C -1.41 2.41 -1.00
34 C 1.48 -0.33 -1.94
35 C -4.36 -0.28 0.85
36 C -5.73 -2.17 0.27
37 C -1.67 1.05 -1.14
38 C 2.05 0.93 -3.90
39 H -1.95 0.87 -4.51
40 H 1.29 -2.27 -4.71
41 H -6.69 -2.66 0.27
42 H -6.45 -0.42 1.28
43 H -1.48 3.29 -4.26
44 H 2.34 1.87 -4.36
45 H -1.24 2.82 -0.01
46 H 2.07 -0.48 2.60
47 H -2.09 -0.56 -2.51
48 H 4.94 -3.54 -0.02
49 H 2.01 1.74 -1.91
50 H -0.28 -1.77 1.04
51 H -1.14 4.27 -2.02
52 H 1.97 -0.14 -5.76
53 H 3.85 -1.74 3.72
54 H -0.56 -1.86 -0.71
55 H 0.97 -2.40 -2.28
56 H 5.29 -3.28 2.42
57 H -4.73 -3.78 -0.73
58 H -4.24 0.69 1.31
59 H -2.54 -2.69 -0.73
60 H 3.20 -2.24 -1.16

Mulliken atomic charge list, values in e, 2 entries:
1. Pd -0.0183
2. S -0.3789


[3]
Computed, not measured: C29H23BrIrN3O2S2Te as an isolated structure, with ωB97M-V/def2-TZVPD.

Summary:
Net charge: +2
E_tot: -140844.328 eV
Frontier orbital gap: 0.268 hartree
Energy relative to the best compared isomer or geometry (same formula, charge and spin): 0.0 kcal/mol

CARTESIAN COORDINATES (ANGSTROEM)
1 Ir -0.16 -0.10 -0.46
2 Te -0.02 0.57 -2.90
3 Br 3.49 -0.63 5.59
4 S -2.31 -1.11 -0.54
5 S -4.17 1.47 -0.07
6 O 1.81 0.03 -0.15
7 O -0.04 -0.36 1.70
8 N 5.92 0.17 0.69
9 N -1.63 1.22 -0.22
10 N 4.39 0.37 -0.82
11 C 5.60 0.53 -1.48
12 C -0.83 3.58 -0.06
13 C -3.57 4.23 0.16
14 C 5.91 0.77 -2.81
15 C -3.16 2.91 0.01
16 C -1.96 -1.44 -7.31
17 C 0.08 -1.17 -4.12
18 C 8.25 0.74 -2.13
19 C 2.22 -0.10 1.13
20 C -2.60 5.21 0.18
21 C 1.63 -0.48 3.46
22 C 4.60 0.16 0.48
23 C 7.94 0.50 -0.81
24 C -2.96 -0.51 -7.07
25 C -1.08 -0.58 2.68
26 C 3.94 -0.21 2.83
27 C -2.00 0.00 -4.93
28 C -1.24 4.89 0.08
29 C 1.27 -0.32 2.14
30 C 3.57 -0.05 1.49
31 C -1.81 2.59 -0.10
32 C 6.59 0.40 -0.51
33 C -0.99 -0.94 -5.16
34 C -2.75 0.53 -0.24
35 C -2.98 0.21 -5.88
36 C 7.26 0.87 -3.12
37 C -2.02 0.74 -3.61
38 C -0.97 -1.65 -6.36
39 C 2.98 -0.42 3.80
40 H -0.10 -2.05 -3.50
41 H -1.94 -1.99 -8.24
42 H 6.36 0.02 1.59
43 H -4.62 4.48 0.24
44 H -3.76 0.94 -5.70
45 H 4.97 -0.17 3.13
46 H -0.18 -2.37 -6.55
47 H 1.07 -1.23 -4.55
48 H 3.44 0.39 -1.18
49 H -2.28 1.79 -3.71
50 H -3.73 -0.33 -7.81
51 H -2.68 0.27 -2.88
52 H 0.90 -0.65 4.23
53 H -1.06 0.23 3.40
54 H 7.55 1.06 -4.14
55 H 0.22 3.32 -0.13
56 H -0.93 -1.55 3.15
57 H -2.02 -0.58 2.14
58 H 8.71 0.40 -0.06
59 H -2.89 6.24 0.29
60 H 5.15 0.88 -3.57
61 H -0.51 5.68 0.10
62 H 9.29 0.83 -2.42

Mulliken atomic charge list, values in e, 2 entries:
1. Ir 1.4417
2. Te 0.1342


[4]
Computed, not measured: C29H23BrN6O8SSeZr as an isolated structure at a distorted geometry, with ωB97M-V/def2-TZVPD.

Summary:
E_tot: -203273.636 eV
Frontier orbital gap: 0.311 hartree

CARTESIAN COORDINATES (ANGSTROEM)
1 Zr -0.93 -0.46 -1.46
2 Br 0.19 2.71 -2.86
3 Se -1.48 -1.50 -3.91
4 S 1.94 -0.25 -1.62
5 O 1.01 -1.22 -2.24
6 O -1.14 0.09 -3.35
7 O 2.63 0.65 -2.49
8 O -3.14 -2.98 0.27
9 O -0.31 -2.07 -4.82
10 O -1.53 -2.17 -2.35
11 O -2.95 -1.51 -4.55
12 O -0.22 -1.86 0.15
13 N -1.25 -0.05 3.01
14 N -2.19 -0.88 0.47
15 N -1.75 1.86 -1.04
16 N -3.45 -0.17 -1.78
17 N 0.91 0.45 -0.62
18 N 0.26 1.89 1.03
19 C -2.76 4.42 -0.61
20 C 3.17 -1.13 -0.74
21 C -3.04 -1.84 -0.11
22 C -0.55 -0.96 2.33
23 C -4.16 0.35 -2.78
24 C -3.91 -1.28 -1.20
25 C -1.26 2.93 -1.68
26 C -5.07 -1.92 -1.57
27 C 4.49 -0.68 -0.79
28 C 5.14 -2.46 0.71
29 C 2.79 2.93 1.40
30 C 6.20 -3.18 1.50
31 C 0.54 -1.64 2.85
32 C 1.73 3.41 2.15
33 C -5.82 -1.35 -2.59
34 C -5.37 -0.19 -3.19
35 C 3.82 -2.92 0.71
36 C -2.75 2.08 -0.17
37 C -0.85 0.23 4.24
38 C -3.28 3.33 0.07
39 C 0.49 2.85 1.93
40 C -1.72 4.22 -1.49
41 C 2.84 -2.27 -0.01
42 C 5.46 -1.34 -0.07
43 C 2.57 1.94 0.47
44 C 0.94 -1.35 4.15
45 C -1.00 -1.27 0.94
46 C 0.24 -0.38 4.86
47 C 1.27 1.45 0.30
48 H -5.35 -2.83 -1.06
49 H -0.38 3.17 2.50
50 H -3.10 1.21 0.36
51 H 3.57 -3.80 1.29
52 H 1.82 -2.63 -0.03
53 H 7.08 -2.55 1.65
54 H -3.15 5.42 -0.44
55 H 1.06 -2.37 2.25
56 H -4.10 3.43 0.77
57 H 1.86 4.20 2.88
58 H 5.82 -3.50 2.47
59 H 3.38 1.55 -0.13
60 H 3.79 3.34 1.53
61 H 1.78 -1.87 4.60
62 H -5.91 0.28 -4.00
63 H 6.53 -4.08 0.96
64 H -1.43 0.98 4.77
65 H -1.26 5.03 -2.03
66 H 4.73 0.18 -1.40
67 H -6.74 -1.81 -2.92
68 H -3.74 1.22 -3.26
69 H 0.51 -0.11 5.87
70 H 6.48 -0.99 -0.10

Mulliken atomic charge list, values in e, 2 entries:
1. Zr 0.1270
2. Br 0.0002


Copy entry 1 word for word.
Computed, not measured: C29H22CrN6O7S2Se as an isolated structure, with ωB97M-V/def2-TZVPD.

Summary:
2S+1: 5
E_tot: -169143.888 eV
Frontier orbital gap (spin up / spin down): 0.162 / 0.272 hartree
Energy relative to the best compared isomer or geometry (same formula, charge and spin): 0.0 kcal/mol

CARTESIAN COORDINATES (ANGSTROEM)
1 Se -4.62 -0.03 5.89
2 Cr -0.03 0.02 -0.26
3 S 2.51 -1.66 -0.48
4 S 2.49 1.84 -1.16
5 O 2.07 -1.57 0.90
6 O 2.10 1.65 -2.54
7 O -0.95 3.22 0.02
8 O 2.93 3.16 -0.79
9 O 1.48 -1.00 -1.35
10 O 2.87 -2.98 -0.93
11 O 1.42 1.39 -0.21
12 N -0.84 -1.87 -0.35
13 N -0.69 -0.01 -2.21
14 N -4.92 0.15 4.13
15 N -2.84 -0.03 5.69
16 N -2.00 0.51 0.26
17 N 0.08 0.28 1.82
18 C 5.13 1.45 -0.92
19 C 6.35 -0.58 -0.59
20 C -2.26 0.37 1.61
21 C -0.10 0.25 4.61
22 C -3.04 0.76 -0.55
23 C -1.39 -1.44 -3.97
24 C -3.76 0.22 3.55
25 C 1.18 0.38 2.58
26 C -4.35 0.82 -0.13
27 C -4.63 0.62 1.24
28 C -1.50 -3.59 -1.84
29 C -1.15 -2.28 -1.59
30 C -1.21 -4.05 0.49
31 C -1.29 -0.38 -4.86
32 C -1.25 0.19 3.86
33 C -0.36 4.40 -0.51
34 C 3.94 -0.61 -0.65
35 C -0.90 0.86 -4.40
36 C 1.14 0.39 3.96
37 C 5.15 -1.28 -0.53
38 C -1.53 -4.49 -0.79
39 C -1.15 0.25 2.44
40 C -0.86 -2.73 0.67
41 C -0.60 1.01 -3.06
42 C 6.34 0.78 -0.79
43 C -3.59 0.40 2.10
44 C -1.08 -1.22 -2.64
45 C -2.59 0.12 4.42
46 C 3.92 0.77 -0.86
47 H -1.79 -5.52 -0.96
48 H -0.17 0.22 5.68
49 H 5.14 -2.35 -0.39
50 H -1.20 -4.73 1.33
51 H -0.80 1.71 -5.07
52 H -0.65 5.28 0.06
53 H -2.81 0.92 -1.59
54 H 5.11 2.52 -1.07
55 H -0.28 1.95 -2.64
56 H -0.74 4.52 -1.52
57 H -1.52 -0.53 -5.91
58 H -0.56 -2.33 1.63
59 H -0.59 3.06 0.89
60 H -1.70 -2.41 -4.32
61 H 2.06 0.47 4.52
62 H 2.11 0.44 2.04
63 H -5.64 0.65 1.62
64 H -5.13 1.02 -0.84
65 H -1.74 -3.91 -2.84
66 H 7.26 1.34 -0.84
67 H 7.29 -1.12 -0.49
68 H 0.73 4.32 -0.55

Mulliken atomic charge list, values in e, 2 entries:
1. Se 0.1895
2. Cr 0.3061